{"formula": "C40H60Br8N4O3", "method": "the ωB97M-V functional and the def2-TZVPD basis", "symbols": ["Br", "C", "C", "Br", "H", "H", "H", "H", "Br", "C", "C", "Br", "H", "H", "H", "H", "Br", "C", "C", "Br", "H", "H", "H", "H", "Br", "C", "C", "Br", "H", "H", "H", "H", "N", "C", "C", "C", "C", "C", "H", "H", "H", "H", "H", "N", "C", "C", "C", "C", "C", "H", "H", "H", "H", "H", "N", "C", "C", "C", "C", "C", "H", "H", "H", "H", "H", "N", "C", "C", "C", "C", "C", "H", "H", "H", "H", "H", "C", "C", "C", "O", "C", "H", "H", "H", "H", "H", "H", "H", "H", "C", "C", "C", "O", "C", "H", "H", "H", "H", "H", "H", "H", "H", "C", "C", "C", "O", "C", "H", "H", "H", "H", "H", "H", "H", "H"], "positions_angstrom": [[3.2425, 3.4480, -1.5735], [3.5250, 3.4946, -3.5399], [3.0214, 2.2557, -4.2506], [3.2052, 2.5059, -6.1752], [4.6091, 3.5059, -3.5921], [3.0447, 4.4058, -3.8739], [1.9708, 2.1065, -4.0030], [3.6062, 1.3939, -3.9419], [0.1906, 5.3624, 3.0402], [-0.1784, 3.5960, 3.8376], [-0.1075, 2.4975, 2.8080], [-0.0694, 0.7501, 3.7013], [-1.1887, 3.6976, 4.2166], [0.5519, 3.4539, 4.6255], [0.8292, 2.6072, 2.2640], [-0.8809, 2.5281, 2.0450], [6.4880, -3.3600, 3.4991], [4.8945, -2.1928, 3.3577], [4.0730, -2.6587, 2.1969], [2.5534, -1.4094, 1.9717], [5.1836, -1.1533, 3.2373], [4.3800, -2.3422, 4.3011], [3.6976, -3.6782, 2.2394], [4.5982, -2.5957, 1.2452], [1.0504, -4.5641, 0.7114], [-0.7176, -5.4543, 0.7431], [-0.8108, -6.2724, -0.5336], [-1.4306, -5.2091, -2.0487], [-1.5014, -4.7037, 0.7953], [-0.7546, -6.0427, 1.6551], [-1.5778, -7.0378, -0.4181], [0.1317, -6.7168, -0.8235], [-4.9631, 0.2457, -2.6396], [-4.1721, 1.0555, -1.9386], [-3.4449, 0.6122, -0.8431], [-3.6537, -0.6740, -0.3873], [-4.4375, -1.5401, -1.1278], [-5.0819, -1.0308, -2.2451], [-4.0993, 2.1049, -2.1993], [-2.6887, 1.1755, -0.3073], [-3.1425, -0.9881, 0.5143], [-4.5506, -2.5614, -0.7857], [-5.7608, -1.6359, -2.8313], [4.2682, 1.3200, 3.4852], [4.8887, 2.0858, 4.3861], [4.8307, 3.4620, 4.3385], [4.1002, 4.1159, 3.3488], [3.4463, 3.3187, 2.4189], [3.5280, 1.9303, 2.5648], [5.5595, 1.6575, 5.1210], [5.3097, 4.0895, 5.0810], [4.1244, 5.1885, 3.2191], [2.8227, 3.7297, 1.6357], [2.9714, 1.2643, 1.9160], [7.4031, 0.4207, -1.1993], [7.6332, -0.8565, -1.4843], [6.6053, -1.7519, -1.7281], [5.3092, -1.3252, -1.6678], [5.0399, -0.0179, -1.2773], [6.1355, 0.8499, -1.1274], [8.6677, -1.1416, -1.6321], [6.9119, -2.7619, -1.9754], [4.4869, -2.0208, -1.7941], [4.0469, 0.3948, -1.1615], [6.0706, 1.9257, -1.0298], [-4.1410, -1.6352, 1.1314], [-3.6181, -2.4800, 0.2508], [-4.3619, -3.4659, -0.3795], [-5.6992, -3.5959, -0.0166], [-6.2409, -2.7176, 0.9043], [-5.4196, -1.7710, 1.5007], [-2.5394, -2.4891, 0.1328], [-3.9333, -4.2466, -0.9927], [-6.3184, -4.3823, -0.4282], [-7.2760, -2.8414, 1.1972], [-5.7375, -1.1053, 2.2906], [-4.7900, 2.8473, 2.9856], [-4.8596, 1.4081, 2.4891], [-3.6769, 0.7464, 3.2673], [-2.9928, 1.7748, 3.9556], [-3.9272, 2.8150, 4.2291], [-5.7838, 3.2731, 3.1463], [-4.2955, 3.5282, 2.2882], [-4.6373, 1.3322, 1.4289], [-5.8027, 0.9112, 2.7020], [-2.9916, 0.2522, 2.5804], [-4.0337, -0.0512, 3.9269], [-3.4366, 3.7715, 4.4054], [-4.5184, 2.6017, 5.1292], [0.0279, -1.3579, -0.5003], [1.0383, -0.5136, -1.2407], [0.6434, 0.8561, -0.6576], [-0.7726, 0.8482, -0.7577], [-1.2455, -0.5030, -0.5457], [0.2593, -1.3631, 0.5676], [-0.0861, -2.3835, -0.8430], [0.8746, -0.5470, -2.3182], [2.0660, -0.7937, -1.0087], [1.0669, 1.6744, -1.2384], [1.0547, 1.0243, 0.3473], [-1.8962, -0.7330, -1.3944], [-1.7999, -0.4981, 0.3948], [-1.4628, 0.1473, -5.8383], [-1.9718, -0.0010, -4.4120], [-0.7261, 0.1598, -3.5776], [-0.0229, 1.2238, -4.2281], [-0.2951, 1.1550, -5.6322], [-2.1751, 0.4521, -6.5988], [-1.0067, -0.8043, -6.1284], [-2.5675, -0.8979, -4.2351], [-2.6779, 0.8227, -4.2728], [-0.1277, -0.7549, -3.5712], [-1.0117, 0.4763, -2.5761], [0.5901, 0.8328, -6.1849], [-0.5380, 2.1387, -6.0387]], "atomic_forces_ev_per_a": [[-0.1, -0.2, -0.5], [0.6, -0.3, 0.3], [-0.4, 0.3, 0.9], [0.0, -0.1, 0.3], [0.0, 0.5, -0.3], [0.1, 0.0, -0.1], [0.0, -0.2, -0.4], [0.0, -0.1, -0.2], [0.0, -0.4, 0.0], [-0.5, 0.1, -0.1], [0.7, 0.2, -0.4], [0.1, 0.4, -0.4], [0.1, -0.1, 0.3], [0.0, 0.0, 0.0], [0.1, -0.3, 0.1], [-0.4, -0.1, 0.4], [-0.3, 0.4, -0.1], [0.1, -0.5, 0.2], [-0.2, 0.2, -1.0], [0.4, -0.6, 0.3], [0.2, -0.1, 0.1], [-0.1, 0.2, 0.0], [-0.2, 0.1, 0.5], [0.2, 0.2, 0.1], [-0.6, -0.1, 0.3], [0.7, 0.2, -0.6], [-0.8, -0.1, 0.4], [0.2, 0.1, 0.1], [0.1, 0.2, 0.0], [0.1, -0.2, -0.1], [0.1, -0.1, 0.0], [0.0, 0.0, 0.0], [-0.8, -0.2, -0.3], [0.6, -0.1, 1.1], [-1.5, 1.1, -0.1], [0.0, 3.4, -4.4], [-1.8, 8.7, -5.9], [0.9, 1.1, -0.6], [-0.1, -0.1, -0.5], [-0.6, 0.6, -0.3], [1.4, 3.8, -1.9], [-3.8, 8.4, -6.5], [0.0, -0.2, -0.1], [0.1, -0.2, 0.4], [0.3, 0.4, -0.6], [-0.4, 1.2, 0.2], [0.3, -0.8, -0.6], [-0.2, -0.4, 0.4], [0.1, 0.3, 0.1], [-0.3, -0.5, 0.0], [0.2, -0.3, 0.1], [-0.2, 0.1, 0.3], [0.1, 0.1, -0.1], [0.1, 0.1, -0.2], [0.0, 0.3, -0.2], [-0.4, 0.6, -0.2], [1.2, -0.6, -0.3], [-1.1, 0.1, 1.0], [0.8, 0.9, -0.4], [0.4, -0.9, -0.2], [0.0, -0.1, 0.3], [-0.4, -0.1, -0.1], [0.0, 0.0, -0.2], [-0.1, -0.2, -0.1], [-0.5, 0.0, 0.4], [-2.1, -5.0, 6.3], [2.8, -5.9, 6.3], [0.7, -13.9, 6.7], [-0.1, -1.8, 0.6], [-0.3, 0.8, 0.4], [-0.8, -0.8, -0.1], [0.0, -0.2, -0.3], [0.4, 0.4, -0.1], [0.2, 0.1, -0.2], [0.0, 0.2, 0.0], [-0.1, -0.2, 0.0], [-0.6, 0.9, -0.3], [1.1, -0.2, 0.4], [-0.5, -0.3, -0.6], [0.0, 0.4, 0.4], [-0.5, -0.4, 0.1], [0.1, 0.0, 0.2], [0.0, -0.3, -0.3], [-0.3, 0.1, -0.1], [-0.1, 0.2, 0.0], [0.3, 0.2, 0.1], [0.0, 0.2, 0.4], [0.4, -0.2, 0.0], [0.1, -0.2, 0.0], [-0.7, 0.1, 0.7], [0.5, 0.3, 0.8], [1.0, -0.1, -1.3], [0.5, 0.2, 1.1], [2.6, 0.1, -0.5], [0.5, -0.4, -0.1], [-0.1, 0.0, -0.1], [0.5, 0.1, 0.7], [0.0, 0.0, 0.0], [-0.5, 0.1, -0.3], [-0.5, -0.4, 0.3], [0.6, -0.3, 0.4], [1.1, -0.1, -0.2], [1.4, -0.4, 0.4], [-1.1, 0.3, -0.8], [-1.2, 0.5, -0.7], [0.0, -0.1, -0.1], [-0.3, -0.2, -0.7], [-0.1, 0.1, 0.1], [-0.2, 0.0, -0.3], [0.3, -0.2, 0.0], [0.2, 0.1, 0.5], [-0.2, -0.1, -0.3], [0.6, 0.0, -0.5], [0.1, -0.1, 0.2], [-0.1, 0.2, 0.4]], "homo_ev": -7.21, "fmax_ev_per_a": 15.50, "homo_lumo_gap_ev": 7.160}